Entry 1:
C4H4LiO2Tl | ωB97M-V/def2-TZVPD

Computed properties:
Largest force on an atom, eV Å⁻¹: 2.57
HOMO-LUMO gap (alpha / beta), eV: 6.467 / 2.717
Total energy, Ha: -485.0837
HOMO energy (alpha / beta), eV: -7.9 / -4.1
Relative energy (zero: lowest compared OMol25 entry of this formula, charge and spin), kcal per mole: 89.07

Geometry as ORCA input:
```
! RIJCOSX wB97M-V def2-TZVPD def2/J DEFGRID3
* xyz 0 1
O 2.9519 -0.8484 -0.8765
C 2.1225 0.1375 -0.7639
C 1.6933 0.6854 0.4008
C 0.7508 1.1505 1.2287
C -0.4224 0.3460 1.4777
O -1.2878 0.5999 2.3201
Tl -2.3273 2.1177 4.0249
H 3.4123 2.2931 -1.6820
H 1.5105 0.4088 -1.6493
H 0.7491 2.1718 1.6314
H -0.5495 -0.5422 0.8282
Li 2.7837 -2.5533 -0.2715
*
```

The computed Mulliken charges, all in e, follow: O -0.897; C -0.294; C 0.031; C -0.223; C 0.044; O -0.504; Tl -0.027; H 0.019; H 0.356; H 0.254; H 0.350; Li 0.892


Entry 2:
C3H12O2S | ωB97M-V/def2-TZVPD

Computed properties:
Largest force on an atom, eV Å⁻¹: 3.26
HOMO-LUMO gap, eV: 8.630
Total energy, Ha: -670.1065
HOMO energy, eV: -8.4
SMILES: CCSC.O.O
Relative energy (zero: lowest compared OMol25 entry of this formula, charge and spin), kcal per mole: 35.86

Geometry as ORCA input:
```
! RIJCOSX wB97M-V def2-TZVPD def2/J DEFGRID3
* xyz 0 1
C -1.2648 -0.9614 0.6989
C -0.8362 -0.0986 -0.5033
S -1.6192 1.4827 -0.4301
C -0.3362 2.5960 0.4342
H -0.5961 -1.7922 0.8831
H -2.2649 -1.2982 0.4982
H -1.1901 -0.2864 1.6325
H -1.1355 -0.4906 -1.5776
H 0.2770 -0.0537 -0.5087
H -0.2975 2.2533 1.4410
H 0.6841 2.3989 0.0945
H -0.8186 3.6342 0.0608
H 4.3505 -1.3130 1.2564
H 3.0161 -0.7240 0.5950
O 3.3841 -1.3322 1.2820
H 1.7320 -2.7388 -1.7936
H 1.3847 -1.7082 -0.7809
O 1.0394 -2.5202 -1.1193
*
```

The computed Mulliken charges, all in e, follow: C -0.831; C -0.210; S -0.053; C -0.761; H 0.325; H 0.280; H 0.248; H 0.294; H -0.077; H 0.283; H 0.252; H 0.250; H 0.322; H 0.313; O -0.622; H 0.288; H 0.260; O -0.562


Entry 3:
C13H23I2MnOP2Se | ωB97M-V/def2-TZVPD

Computed properties:
Largest force on an atom, eV Å⁻¹: 6.80
HOMO-LUMO gap (alpha / beta), eV: 5.613 / 5.501
Total energy, Ha: -5414.1753
<S²>: 6.46
HOMO energy (alpha / beta), eV: -14.8 / -14.8
Relative energy (zero: lowest compared OMol25 entry of this formula, charge and spin), kcal per mole: 92.42

Geometry as ORCA input:
```
! RIJCOSX wB97M-V def2-TZVPD def2/J DEFGRID3
* xyz 2 5
I 0.0857 -1.7626 -5.4745
I 0.0816 2.5993 -4.6315
Mn 0.0851 0.6974 -1.2040
P -2.1935 0.4124 -1.0565
C -2.8783 0.2123 -2.6826
C -2.6932 -1.0080 -0.0755
H -3.7782 -0.9640 0.0527
H -4.0477 1.5800 -0.0974
H -2.2317 -1.0289 0.9061
H -2.5610 1.9913 0.7714
H -2.5187 -0.6942 -3.1392
H -2.4490 -1.9390 -0.5842
C -2.9832 1.8048 -0.2150
H -3.9563 0.1778 -2.6368
H -2.8851 2.7370 -0.7892
H -2.5856 1.0251 -3.3367
P 2.3721 0.3990 -1.0352
C 3.0760 0.1863 -2.6583
C 3.1960 1.7835 -0.1932
H 2.3241 -1.1152 0.8869
H 3.9254 -0.9835 0.1408
H 2.6616 -1.9554 -0.6237
C 2.8495 -1.0422 -0.0619
H 2.7879 1.9600 0.8000
H 4.2652 1.5564 -0.0918
H 4.1557 0.1515 -2.6129
H 2.7908 0.9970 -3.3215
H 3.0906 2.7223 -0.7610
H 2.7186 -0.7215 -3.1117
C 0.1054 0.3454 -2.8228
O 0.1248 -0.3800 -3.8511
Se 0.1109 1.4289 1.0988
C -0.1073 0.0410 2.5912
C -1.3725 -0.2538 3.1210
C -1.5222 -1.2391 4.1319
C -0.4258 -1.9271 4.6506
C 0.8544 -1.5606 4.1873
C 1.0189 -0.5582 3.1757
H -2.2212 0.4065 2.8719
H -2.5251 -1.3988 4.5625
H -0.5212 -2.5795 5.5378
H 1.7615 -1.9848 4.6328
H 2.0150 -0.1186 2.9487
*
```

The computed Mulliken charges, all in e, follow: I 0.639; I 0.067; Mn -0.019; P 1.023; C -1.265; C -1.044; H 0.417; H 0.402; H 0.244; H 0.322; H 0.366; H 0.377; C -1.127; H 0.422; H 0.337; H 0.326; P 0.984; C -1.297; C -1.187; H 0.254; H 0.413; H 0.377; C -1.084; H 0.395; H 0.409; H 0.421; H 0.331; H 0.338; H 0.378; C 0.031; O -0.419; Se -0.097; C 0.540; C -0.410; C -0.369; C -0.625; C -0.533; C -0.355; H 0.402; H 0.378; H 0.374; H 0.372; H 0.492


Entry 4:
C6H6 | ωB97M-V/def2-TZVPD

Computed properties:
Largest force on an atom, eV Å⁻¹: 1.52
HOMO-LUMO gap, eV: 9.680
Total energy, Ha: -232.1004
HOMO energy, eV: -8.4
SMILES: C1=CC2C3C1C23
Relative energy (zero: lowest compared OMol25 entry of this formula, charge and spin), kcal per mole: 79.02

Geometry as ORCA input:
```
! RIJCOSX wB97M-V def2-TZVPD def2/J DEFGRID3
* xyz 0 1
C 0.6780 -0.5605 -0.6349
C 1.1577 -0.2893 0.7667
C -0.1320 0.6315 -1.0178
C -0.8778 0.5682 0.2904
C -0.8256 -0.6389 -0.5812
C 0.1366 0.3126 1.3719
H 1.2291 -1.1269 -1.3837
H 2.1284 -0.5549 1.1421
H -0.1013 1.3117 -1.8680
H -1.8034 1.1263 0.4240
H -1.5839 -1.3468 -0.9136
H -0.0058 0.5669 2.4039
*
```

The computed Mulliken charges, all in e, follow: C -0.310; C -0.409; C -0.485; C -0.316; C -0.492; C -0.405; H 0.389; H 0.448; H 0.371; H 0.389; H 0.376; H 0.445


Entry 5:
C8H11N4O2 | ωB97M-V/def2-TZVPD

Computed properties:
Largest force on an atom, eV Å⁻¹: 4.72
HOMO-LUMO gap (alpha / beta), eV: 7.879 / 8.349
Total energy, Ha: -680.4490
HOMO energy (alpha / beta), eV: -12.3 / -13.0
SMILES: CO/N=[N+]([O-])/[NH+]=C(\N)c1ccccc1
Relative energy (zero: lowest compared OMol25 entry of this formula, charge and spin), kcal per mole: 178.95

Geometry as ORCA input:
```
! RIJCOSX wB97M-V def2-TZVPD def2/J DEFGRID3
* xyz 1 1
C 4.2416 0.8292 0.0612
C 3.1379 1.6644 -0.0185
C 4.0391 -0.5965 0.0864
C 1.8641 1.1244 -0.0209
C 2.7811 -1.0994 -0.1460
C 1.5949 -0.2573 -0.0823
C 0.2788 -0.8718 -0.0920
C -5.3857 0.9461 0.0210
N -3.0769 0.7876 -0.2003
N 0.0760 -2.1578 -0.1708
N -2.0226 -0.3755 0.2909
N -0.7546 -0.0043 0.0676
O -2.3486 -1.5698 0.4533
O -4.2175 0.1450 -0.3189
H 5.2274 1.3421 0.1988
H 3.2639 2.7293 -0.2958
H 5.0098 -1.3367 0.1104
H 1.0549 1.7685 -0.0802
H 2.8265 -2.1389 -0.2120
H -5.0312 1.9159 0.3437
H -6.0143 0.4873 0.7969
H -6.0512 0.7910 -0.7367
H 0.8339 -2.7435 -0.1622
H -0.9299 -2.3715 -0.0878
H -0.3976 0.9923 0.1940
*
```

The computed Mulliken charges, all in e, follow: C -0.228; C -0.789; C -0.614; C -0.257; C -0.647; C 1.043; C 0.536; C -0.498; N -0.245; N -0.235; N 0.395; N 0.061; O -0.671; O -0.087; H 0.350; H 0.339; H 0.269; H 0.481; H 0.264; H 0.319; H 0.266; H 0.270; H 0.149; H 0.273; H 0.257